Record 1
Formula: C33H26Co2NO7PS
Source: the OMol25 dataset
Level of theory: ωB97M-V/def2-TZVPD

Geometry as XYZ:
```
71
Properties=species:S:1:pos:R:3:forces:R:3
O 1.580 -2.214 2.728 0.5 -1.3 -2.9
C 1.628 -2.677 1.663 -1.4 1.9 4.5
Co 1.577 -3.427 0.084 -0.9 2.0 -0.3
C 3.149 -4.090 -0.327 3.8 -1.7 -2.9
O 4.185 -4.498 -0.649 -2.2 0.9 1.3
C 0.496 -4.732 0.496 -2.6 -2.4 1.2
O -0.336 -5.501 0.740 2.2 1.8 -0.7
C 0.462 -2.243 -1.137 -3.0 1.2 -1.6
C -0.506 -1.522 -0.413 0.7 -2.1 -1.1
C -1.762 -1.780 0.030 -0.6 -0.5 0.4
C -2.308 -1.315 1.279 -0.5 0.3 -0.1
C -3.420 -1.996 1.844 0.2 0.3 -0.2
C -3.981 -1.552 3.032 0.1 0.1 -0.1
C -3.459 -0.412 3.668 0.2 0.0 -0.1
C -2.342 0.257 3.144 -0.1 -0.3 -0.4
C -1.776 -0.193 1.952 0.1 0.0 0.2
Co 1.074 -0.646 -0.612 2.7 0.0 1.3
C 1.440 0.315 0.831 1.2 3.2 3.2
O 1.781 1.019 1.692 -1.0 -2.2 -2.3
C 2.704 -0.794 -1.254 3.3 -0.1 -1.9
O 3.746 -0.894 -1.752 -2.3 0.1 1.3
P 0.490 0.945 -2.021 -0.8 0.9 -0.8
C 0.403 2.599 -1.236 0.1 0.2 0.2
C -0.789 3.329 -1.141 0.3 0.0 0.2
C -0.842 4.484 -0.359 0.2 0.1 0.0
C 0.311 4.969 0.263 0.0 -0.3 -0.1
C 1.530 4.306 0.078 -0.1 0.0 -0.1
C 1.574 3.121 -0.658 -0.3 0.2 0.1
C 1.555 1.250 -3.486 0.3 -0.2 -0.2
C 2.080 2.514 -3.798 0.0 -0.2 0.0
C 2.984 2.661 -4.852 -0.1 -0.1 -0.1
C 3.309 1.570 -5.662 -0.2 0.0 0.3
C 2.718 0.326 -5.412 -0.1 0.1 0.1
C 1.869 0.159 -4.316 0.2 0.3 -0.1
C -1.179 0.767 -2.768 -0.2 -0.1 -0.1
C -1.410 0.667 -4.151 -0.1 -0.1 0.4
C -2.668 0.284 -4.622 -0.1 0.1 0.0
C -3.705 -0.002 -3.732 0.2 0.0 0.2
C -3.503 0.168 -2.357 0.0 0.2 -0.3
C -2.265 0.612 -1.893 0.0 -0.5 0.1
H 0.297 -2.562 -2.171 0.2 -1.0 0.4
H -2.383 -2.445 -0.587 0.3 -0.1 0.5
H -3.806 -2.874 1.319 0.1 0.3 0.3
H -4.830 -2.091 3.461 0.3 0.3 -0.1
H -3.927 -0.031 4.576 0.1 -0.2 -0.2
H -1.906 1.123 3.647 -0.3 -0.3 -0.1
H -0.906 0.311 1.522 -0.5 -0.1 0.2
H -1.673 2.999 -1.681 0.1 0.1 0.3
H -1.791 5.011 -0.249 0.3 -0.1 -0.1
H 0.264 5.867 0.880 0.0 -0.2 -0.2
H 2.446 4.717 0.507 -0.3 -0.2 -0.1
H 2.532 2.621 -0.816 -0.2 0.0 0.2
H 1.782 3.385 -3.219 0.2 -0.2 -0.1
H 3.429 3.640 -5.046 -0.2 -0.3 0.0
H 4.012 1.690 -6.488 -0.2 0.0 0.2
H 2.922 -0.516 -6.076 0.0 0.2 0.3
H 1.425 -0.818 -4.116 0.2 0.2 0.0
H -0.610 0.899 -4.848 -0.1 -0.2 0.1
H -2.838 0.204 -5.699 0.1 0.0 0.4
H -4.672 -0.350 -4.100 0.3 0.1 0.1
H -4.305 -0.046 -1.649 0.2 0.2 -0.2
H -2.135 0.816 -0.828 0.0 -0.3 -0.2
C 0.975 -1.374 8.410 0.0 0.0 0.0
S 1.208 -2.541 7.073 -0.1 0.5 0.2
N 1.410 -1.486 5.909 0.1 -0.5 -0.8
O 2.398 -3.322 7.412 -0.5 0.1 -0.3
O -0.038 -3.303 6.965 0.4 0.0 -0.1
H 0.547 -1.895 9.267 0.1 0.0 -0.1
H 1.945 -0.950 8.670 -0.1 0.0 -0.1
H 0.306 -0.587 8.061 0.0 -0.1 0.1
H 1.527 -1.929 4.978 -0.1 0.0 1.0
```
Positions in Å, forces in eV/Å.

The HOMO-LUMO gap is 2.22 eV. The calculation puts the HOMO energy at -6.287 eV. As for the energy above the lowest of the compared OMol25 structures with the same formula, charge and spin: 12.7 kcal per mole.



Record 2
Formula: C33H26F6N5O5PRuS3
Source: the OMol25 dataset
Level of theory: ωB97M-V/def2-TZVPD

Geometry as XYZ:
```
80
Properties=species:S:1:pos:R:3:forces:R:3
Ru -0.278 -0.580 2.184 0.1 -1.4 -2.0
N -4.196 -2.231 0.901 -0.1 0.0 0.2
C -2.896 -2.078 1.166 0.4 0.0 0.3
S -2.476 -1.435 2.744 1.3 0.5 0.0
N -2.014 -2.463 0.303 -0.7 -0.4 -1.0
N -0.755 -2.190 0.611 0.6 1.6 2.3
C 0.236 -2.779 0.049 -0.1 0.0 -0.1
C 0.123 -3.859 -0.947 -0.2 0.0 -0.3
C 0.913 -5.003 -0.817 -0.1 0.1 0.1
C 0.859 -5.997 -1.778 0.0 -0.1 0.0
C 0.037 -5.849 -2.887 0.1 0.0 0.0
C -0.756 -4.717 -3.016 0.0 0.0 0.0
C -0.731 -3.733 -2.042 0.1 0.1 0.0
C 1.558 -2.296 0.452 0.2 -0.2 -0.2
C 2.661 -2.428 -0.379 0.0 0.0 0.1
C 3.877 -1.909 0.031 0.0 0.0 0.0
C 3.968 -1.313 1.278 0.0 -0.1 0.0
C 2.826 -1.223 2.054 0.3 -0.1 0.2
N 1.644 -1.683 1.641 -1.4 1.0 0.4
H -4.872 -2.029 1.616 -0.1 0.0 -0.1
H -4.477 -2.745 0.083 0.0 0.0 0.0
H 1.549 -5.122 0.052 0.0 0.0 0.0
H 1.458 -6.890 -1.660 0.0 0.0 0.0
H 0.018 -6.615 -3.651 0.0 0.0 0.0
H -1.399 -4.603 -3.879 0.0 0.0 0.0
H -1.350 -2.852 -2.134 0.0 0.0 0.0
H 2.548 -2.912 -1.337 0.0 0.0 0.0
H 4.742 -1.976 -0.616 0.0 0.0 0.0
H 4.905 -0.923 1.648 0.0 0.0 0.1
H 2.864 -0.781 3.036 0.0 0.0 -0.1
F 0.106 -0.975 4.841 0.2 0.1 0.2
C 1.094 -0.264 5.455 -0.2 0.0 -0.4
F 2.211 -0.981 5.386 0.0 0.0 0.0
F 0.751 -0.084 6.707 0.1 0.2 0.0
S 1.330 1.326 4.506 -0.1 -0.3 0.9
O 1.318 0.863 3.113 -0.5 -0.5 -0.5
O 2.555 1.863 4.975 0.0 0.1 0.0
N 0.055 2.136 4.868 0.2 0.0 -0.2
S -1.014 2.468 3.754 -0.3 0.3 0.3
O -1.382 1.305 2.948 0.0 -0.9 -0.5
O -0.794 3.677 3.038 0.0 0.1 0.0
C -2.480 2.675 4.870 0.1 -0.3 0.0
F -2.686 1.510 5.487 -0.1 0.2 0.0
F -3.543 2.981 4.140 0.0 0.0 -0.1
F -2.262 3.624 5.759 0.1 0.0 0.0
O -0.265 0.367 0.099 0.3 0.1 0.6
P -0.200 1.345 -1.046 -0.2 0.0 -0.1
C -1.789 2.166 -1.241 0.3 -0.1 0.0
C -1.968 3.143 -2.218 -0.1 0.0 0.1
C -3.203 3.755 -2.351 0.0 0.0 -0.1
C -4.248 3.395 -1.510 0.0 0.0 0.0
C -4.063 2.429 -0.531 -0.1 0.0 0.0
C -2.830 1.810 -0.391 0.0 0.0 0.0
C 0.168 0.445 -2.569 0.0 0.2 0.2
C 1.473 -0.009 -2.752 0.0 0.0 0.0
C 1.782 -0.800 -3.846 0.1 0.0 0.0
C 0.789 -1.145 -4.755 0.0 0.0 0.0
C -0.509 -0.690 -4.576 0.0 0.0 -0.1
C -0.824 0.106 -3.484 0.0 0.0 0.1
C 1.079 2.589 -0.817 -0.2 -0.3 -0.1
C 1.394 2.948 0.489 0.0 0.0 -0.1
C 2.355 3.919 0.721 0.0 0.0 0.0
C 2.999 4.522 -0.350 0.0 0.0 0.0
C 2.685 4.161 -1.654 0.0 0.0 -0.1
C 1.720 3.196 -1.894 0.0 0.0 0.1
H -1.143 3.425 -2.863 0.0 0.0 0.0
H -3.351 4.517 -3.105 0.0 0.0 0.0
H -5.211 3.877 -1.615 0.0 0.0 0.0
H -4.882 2.163 0.125 0.0 0.0 0.0
H -2.656 1.067 0.378 -0.1 0.0 0.0
H 2.237 0.275 -2.037 0.1 0.0 0.0
H 2.799 -1.139 -4.002 0.0 0.0 0.0
H 1.033 -1.761 -5.610 0.0 0.0 0.0
H -1.276 -0.948 -5.295 0.0 0.0 0.0
H -1.835 0.468 -3.342 0.0 0.0 0.0
H 0.888 2.470 1.315 0.0 0.0 0.0
H 2.592 4.205 1.738 0.0 0.0 0.0
H 3.750 5.280 -0.171 0.0 0.0 0.0
H 3.195 4.632 -2.485 0.0 0.0 0.0
H 1.473 2.908 -2.909 0.0 0.0 0.0
```
Positions in Å, forces in eV/Å.

The HOMO-LUMO gap (spin up / spin down) is 6.48 / 6.92 eV. The calculation puts the HOMO energy (spin up / spin down) at -11.236 / -11.249 eV. As for the energy above the lowest of the compared OMol25 structures with the same formula, charge and spin: 52.2 kcal per mole. The charge is +1. As for the spin multiplicity: 2.



Record 3
Formula: C33H26F6NO4P2V
Source: the OMol25 dataset
Level of theory: ωB97M-V/def2-TZVPD

Geometry as XYZ:
```
73
Properties=species:S:1:pos:R:3:forces:R:3
V 0.270 0.300 -0.220 -0.5 -0.4 0.0
O -0.749 1.907 0.037 0.4 0.1 -0.2
P -0.852 2.942 1.193 0.0 0.0 0.1
C -0.023 2.192 2.627 0.0 -0.1 -0.1
P -0.437 0.430 2.894 0.0 0.0 0.0
O -0.334 -0.258 1.513 0.1 0.0 0.3
C 0.760 -0.206 4.034 -0.1 0.0 -0.1
C 0.379 -0.636 5.305 0.0 0.0 0.0
C 1.341 -1.142 6.165 0.0 0.0 0.0
C 2.663 -1.229 5.753 0.0 0.0 0.0
C 3.040 -0.814 4.480 0.0 0.0 0.0
C 2.092 -0.298 3.617 0.0 0.0 0.0
C -2.099 0.300 3.500 0.0 0.0 0.0
C -2.950 -0.641 2.920 0.0 0.0 0.0
C -4.246 -0.768 3.393 0.0 0.0 0.0
C -4.688 0.037 4.433 0.0 0.0 0.0
C -3.839 0.974 5.012 0.0 0.0 0.0
C -2.541 1.107 4.550 0.0 0.0 0.0
C 0.000 4.442 0.773 -0.1 -0.1 0.0
C 1.392 4.416 0.641 0.0 0.0 0.0
C 2.066 5.561 0.258 0.0 0.0 0.0
C 1.354 6.730 0.006 0.0 0.0 0.0
C -0.027 6.756 0.130 0.0 0.0 0.0
C -0.712 5.612 0.511 0.0 0.0 0.0
C -2.543 3.240 1.627 0.0 0.0 0.0
C -3.569 2.570 0.967 0.0 0.0 0.0
C -4.883 2.792 1.350 0.0 0.0 0.0
C -5.165 3.678 2.380 0.0 0.0 0.0
C -4.140 4.348 3.039 0.0 0.0 0.0
C -2.826 4.131 2.667 0.0 0.0 0.0
H -0.250 2.772 3.524 0.0 0.0 0.0
H 1.063 2.246 2.494 0.0 0.0 0.0
H -0.656 -0.588 5.615 0.0 0.0 0.0
H 1.055 -1.480 7.152 0.0 0.0 0.0
H 3.408 -1.633 6.425 0.0 0.0 0.0
H 4.068 -0.906 4.159 0.0 0.0 0.0
H 2.386 -0.004 2.616 0.0 0.0 0.0
H -2.596 -1.270 2.114 0.0 0.0 0.0
H -4.909 -1.501 2.955 0.0 0.0 0.0
H -5.699 -0.069 4.803 0.0 0.0 0.0
H -4.187 1.593 5.828 0.0 0.0 0.0
H -1.880 1.831 5.014 0.0 0.0 0.0
H 1.956 3.510 0.839 0.0 0.0 0.0
H 3.143 5.548 0.161 0.0 0.0 0.0
H 1.885 7.625 -0.288 0.0 0.0 0.0
H -0.572 7.668 -0.071 0.0 0.0 0.0
H -1.790 5.633 0.601 0.0 0.0 0.0
H -3.341 1.881 0.164 0.0 0.0 0.0
H -5.687 2.278 0.841 0.0 0.0 0.0
H -6.192 3.853 2.670 0.0 0.0 0.0
H -4.369 5.042 3.836 0.0 0.0 0.0
H -2.027 4.663 3.174 0.0 0.0 0.0
F -0.014 -2.343 -0.569 -0.1 0.1 0.0
C 1.274 -2.833 -0.650 0.2 0.0 -0.1
F 1.283 -4.068 -0.229 0.0 0.0 0.0
F 1.619 -2.776 -1.935 0.0 0.0 0.1
C 2.141 -1.869 0.197 -0.4 -0.2 -0.1
O 2.894 -2.198 1.047 0.1 0.1 0.0
O 1.843 -0.622 -0.182 0.6 0.6 0.2
F 2.374 1.041 -6.812 0.0 0.0 0.0
C 1.530 1.918 -6.267 0.0 0.0 0.0
F 0.424 1.968 -7.008 0.0 0.0 0.0
F 2.107 3.125 -6.287 0.0 0.0 0.0
C 1.217 1.530 -4.833 0.0 0.0 0.0
C -0.086 1.513 -4.365 0.0 0.0 0.0
C -0.302 1.184 -3.044 0.0 0.1 0.1
N 0.700 0.871 -2.206 0.0 -0.1 -0.2
C 1.961 0.881 -2.671 0.0 0.0 -0.1
C 2.258 1.213 -3.975 0.0 0.0 0.0
H -0.918 1.748 -5.014 0.0 0.0 0.0
H -1.303 1.183 -2.631 0.0 0.0 0.0
H 2.737 0.598 -1.974 0.0 0.0 0.0
H 3.284 1.212 -4.316 0.0 0.0 0.0
```
Positions in Å, forces in eV/Å.

The HOMO-LUMO gap (spin up / spin down) is 7.53 / 8.09 eV. The calculation puts the HOMO energy (spin up / spin down) at -14.679 / -14.679 eV. As for the energy above the lowest of the compared OMol25 structures with the same formula, charge and spin: 13.3 kcal per mole. The charge is +2. As for the spin multiplicity: 3.